No. 1
ORCA calculation (ωB97M-V with the def2-TZVPD basis set) on a single C5H9NOS molecule.

The geometry in XYZ format:
```
17
Properties=species:S:1:pos:R:3:mulliken_charge:R:1
C 4.04534 1.09295 -0.27768 -0.240
N 2.94715 0.59498 0.12455 -0.293
S 2.68838 -1.01859 -0.30685 0.013
C 1.00664 -1.10193 0.40177 -0.511
O 0.02821 -0.60498 -0.52471 -0.275
C -1.12555 -0.19602 0.11723 -0.187
C -2.24460 -0.10922 -0.60682 0.033
C -3.52883 0.34346 -0.04307 -1.029
H 4.16913 2.15634 -0.06026 0.235
H 4.89531 0.49423 -0.63524 0.212
H 0.82348 -2.15481 0.60380 0.347
H 1.05166 -0.49870 1.31819 0.327
H -0.98841 0.13255 1.14679 0.211
H -2.17209 -0.42481 -1.64301 0.320
H -4.25074 -0.48007 -0.08717 0.267
H -3.36567 0.56643 1.01779 0.275
H -3.97941 1.20818 -0.54531 0.295
```

The value obtained for the HOMO-LUMO gap is 9.5 eV. The value obtained for the HOMO energy is -8.56 eV. As for the structure (SMILES): C=NSCO/C=C/C. The spin multiplicity is 1. As for the energy above the lowest of the compared OMol25 structures with the same formula, charge and spin: 271.46 kJ/mol.

=====

No. 2
ORCA calculation (ωB97M-V with the def2-TZVPD basis set) on 2 unconnected molecules or ions with the total composition C5H9NS.

The geometry in XYZ format:
```
16
Properties=species:S:1:pos:R:3:mulliken_charge:R:1
C 0.93367 -0.23523 -0.87249 -0.655
N 1.70260 -0.75786 -0.00779 0.087
C 2.11168 0.06136 1.22301 -0.772
S 2.14426 -2.30871 -0.02563 -0.342
H 0.55853 0.73277 -0.79977 0.157
H 0.56262 -0.97527 -1.53399 0.576
H 2.20533 -0.63279 1.98679 0.308
H 3.16951 0.36043 1.06777 0.318
H 1.47054 0.98711 1.35019 0.248
C -1.51847 -1.18486 -0.44036 -0.402
C -2.15236 -0.13815 -0.34520 0.112
C -2.47302 1.24519 -0.28425 -0.964
H -1.03457 -2.06032 -0.18496 0.507
H -2.81002 1.62517 0.64942 0.290
H -3.20788 1.37019 -1.13049 0.272
H -1.66243 1.91096 -0.65226 0.261
```

The value obtained for the HOMO-LUMO gap (alpha / beta) is 8.2 / 8.2 eV. The value obtained for the HOMO energy (alpha / beta) is -7.79 / -7.79 eV. As for the structure (SMILES): C=[N+](C)[S-].C#CC. The spin multiplicity is 1. As for the energy above the lowest of the compared OMol25 structures with the same formula, charge and spin: 421.23 kJ/mol.

=====

No. 3
ORCA calculation (ωB97M-V with the def2-TZVPD basis set) on a molecular structure, C5H9NS.

The geometry in XYZ format:
```
16
Properties=species:S:1:pos:R:3:mulliken_charge:R:1
C 0.45999 -0.51532 0.28605 -0.089
C 0.62016 -0.63709 1.77351 -0.197
C -0.19971 3.04693 1.09304 -1.018
C -0.57031 -1.30055 -1.88709 -1.082
C -0.57604 -1.35882 -0.37323 -0.273
N 1.84055 -0.78203 2.06050 -0.327
S 2.43059 -0.83598 0.35061 -0.026
H 0.49719 0.52664 -0.05536 0.422
H -0.80034 2.43703 1.76002 0.305
H -0.81692 3.52909 0.32236 0.349
H 0.76907 3.17018 1.52592 0.367
H 0.01850 -0.44390 -2.23946 0.340
H -1.54021 -1.16514 -2.32653 0.316
H -0.21141 -2.24844 -2.34888 0.272
H -0.41870 -2.37470 -0.06177 0.320
H -1.50239 -1.04789 0.12030 0.321
```

The value obtained for the HOMO-LUMO gap (alpha / beta) is 7.8 / 8.7 eV. The value obtained for the HOMO energy (alpha / beta) is -9.03 / -8.91 eV. The spin multiplicity is 1. As for the energy above the lowest of the compared OMol25 structures with the same formula, charge and spin: 593.08 kJ/mol.

=====

No. 4
ORCA calculation (ωB97M-V with the def2-TZVPD basis set) on a molecular structure, C5H9NS.

The geometry in XYZ format:
```
16
Properties=species:S:1:pos:R:3:mulliken_charge:R:1
C 0.88033 -0.70033 -0.04391 -0.124
C -0.19920 -0.16177 0.95005 -0.368
C -0.36197 1.30824 0.55396 -0.697
C -0.20567 -0.29919 -1.08847 -0.323
C -1.22499 -0.82732 -0.05549 -0.677
H 3.23151 -0.78007 0.46906 0.119
H 1.04277 -1.75742 0.16642 0.394
H -0.16038 -0.37271 2.02070 0.420
H -1.33500 1.66531 0.94892 0.310
H 0.41262 1.96900 0.96773 0.348
H -0.85503 1.64372 -1.48215 0.257
H -0.15281 -0.69432 -2.09938 0.440
H -1.20390 -1.90939 -0.12728 0.308
H -2.25144 -0.46012 -0.12994 0.326
N -0.17940 1.16951 -0.90537 -0.478
S 2.56256 0.20685 -0.14486 -0.256
```

The value obtained for the HOMO-LUMO gap is 9.6 eV. The value obtained for the HOMO energy is -8.70 eV. The spin multiplicity is 1. As for the energy above the lowest of the compared OMol25 structures with the same formula, charge and spin: 137.18 kJ/mol.

=====

No. 5
ORCA calculation (ωB97M-V with the def2-TZVPD basis set) on a single C5H9NS2 molecule.

The geometry in XYZ format:
```
17
Properties=species:S:1:pos:R:3:mulliken_charge:R:1
N 0.04490 -0.37350 1.69332 -0.765
C -0.09386 -0.01560 0.24828 1.071
C -1.53967 -0.09646 -0.01966 -0.146
S -2.61114 -1.31605 -0.26598 -0.247
S -2.20797 1.54106 -0.09333 -0.166
C 0.71860 -1.10047 -0.50596 -1.053
C 1.75161 0.01440 -0.78284 -0.496
C 0.75085 1.06171 -0.08620 -0.720
H -0.37912 -1.29987 1.90689 0.316
H -0.53225 0.41306 2.19938 0.335
H -3.32775 0.97231 -0.78565 0.159
H 0.78784 -1.84297 0.23116 0.371
H 0.33365 -1.47278 -1.47971 0.296
H 2.03445 0.46823 -1.95210 0.244
H 2.69970 -0.14853 -0.27041 0.229
H 1.26879 1.55808 0.93777 0.231
H 0.30138 1.63737 -0.97496 0.340
```

The value obtained for the HOMO-LUMO gap is 8.3 eV. The value obtained for the HOMO energy is -8.63 eV. As for the structure (SMILES): NC1(C(=S)S)CCC1. The spin multiplicity is 1. As for the energy above the lowest of the compared OMol25 structures with the same formula, charge and spin: 351.65 kJ/mol.

=====

No. 6
ORCA calculation (ωB97M-V with the def2-TZVPD basis set) on a single C5H9NS2 molecule.

The geometry in XYZ format:
```
17
Properties=species:S:1:pos:R:3:mulliken_charge:R:1
C 2.13461 -1.21692 -0.11115 -0.836
N 0.73649 -1.53056 -0.14939 -0.380
C -0.05409 -0.53193 0.51386 0.275
C 0.03933 0.97414 0.07854 -0.901
C -1.52361 0.97256 0.19140 0.248
S -2.44209 1.84834 -1.09582 -0.211
C -1.52844 -0.50966 0.24273 -0.610
S -2.66344 -1.66558 0.02759 -0.243
H 2.68240 -2.00414 -0.67910 0.335
H 2.41888 -0.20546 -0.48652 0.288
H 2.51030 -1.29473 0.92847 0.286
H 0.43106 -1.46998 -1.10973 0.303
H 0.07245 -0.65823 1.57026 0.412
H 0.42898 1.00942 -0.96121 0.324
H 0.49397 1.75843 0.70170 0.291
H -1.71000 1.44179 1.13609 0.293
H -2.02682 3.08253 -0.79771 0.126
```

The value obtained for the HOMO-LUMO gap is 8.2 eV. The value obtained for the HOMO energy is -8.77 eV. As for the structure (SMILES): CN[C@H]1C[C@@H](S)C1=S. The spin multiplicity is 1. As for the energy above the lowest of the compared OMol25 structures with the same formula, charge and spin: 186.82 kJ/mol.

=====

No. 7
ORCA calculation (ωB97M-V with the def2-TZVPD basis set) on 2 unconnected molecules or ions with the total composition C5H9O.

The geometry in XYZ format:
```
15
Properties=species:S:1:pos:R:3:mulliken_charge:R:1
C 1.13187 2.26117 0.58471 -0.608
O 0.60196 1.24772 1.34420 -0.765
H 1.89902 2.88084 1.11783 0.214
H 1.62954 1.75677 -0.34928 0.141
H 0.39779 2.98582 0.20447 0.226
C 0.30667 -2.76265 -0.50023 -0.902
C 0.05307 -1.42705 -0.21863 0.160
C -1.22215 -0.81795 -0.38485 -0.457
C -1.39221 0.50271 -0.14332 -0.683
H -0.53658 -3.35624 -0.92649 0.260
H 1.32482 -3.11638 -0.57229 0.280
H 0.86140 -0.89467 0.30032 0.329
H -2.11748 -1.35341 -0.70606 0.270
H -2.27177 1.07545 -0.46765 0.239
H -0.66592 1.01787 0.71727 0.295
```

The value obtained for the HOMO-LUMO gap is 7.0 eV. The value obtained for the HOMO energy is -2.72 eV. The spin multiplicity is 1. As for the charge: -1. As for the energy above the lowest of the compared OMol25 structures with the same formula, charge and spin: 157.93 kJ/mol.

=====

Please write out number 4 again, unchanged.
ORCA calculation (ωB97M-V with the def2-TZVPD basis set) on a molecular structure, C5H9NS.

The geometry in XYZ format:
```
16
Properties=species:S:1:pos:R:3:mulliken_charge:R:1
C 0.88033 -0.70033 -0.04391 -0.124
C -0.19920 -0.16177 0.95005 -0.368
C -0.36197 1.30824 0.55396 -0.697
C -0.20567 -0.29919 -1.08847 -0.323
C -1.22499 -0.82732 -0.05549 -0.677
H 3.23151 -0.78007 0.46906 0.119
H 1.04277 -1.75742 0.16642 0.394
H -0.16038 -0.37271 2.02070 0.420
H -1.33500 1.66531 0.94892 0.310
H 0.41262 1.96900 0.96773 0.348
H -0.85503 1.64372 -1.48215 0.257
H -0.15281 -0.69432 -2.09938 0.440
H -1.20390 -1.90939 -0.12728 0.308
H -2.25144 -0.46012 -0.12994 0.326
N -0.17940 1.16951 -0.90537 -0.478
S 2.56256 0.20685 -0.14486 -0.256
```

The value obtained for the HOMO-LUMO gap is 9.6 eV. The value obtained for the HOMO energy is -8.70 eV. The spin multiplicity is 1. As for the energy above the lowest of the compared OMol25 structures with the same formula, charge and spin: 137.18 kJ/mol.

=====

Q: Which formula does entry 2 have?
A: C5H9NS